(1)
Density functional theory data (wB97M-V/def2-TZVPD) for the ion C4H11N2O with charge +1 at a distorted geometry.

The calculation puts the HOMO energy at -14.63 eV. Its total charge is +1. For the LUMO energy, the calculation gives -4.216 eV. The energy above the lowest of the compared OMol25 structures with the same formula, charge and spin comes out at 272.32 kJ/mol. Its SMILES is CO[C@@H](N)C(C)=[NH2+].

Structure (XYZ):
```
18
Properties=species:S:1:pos:R:3:lowdin_charge:R:1
O -0.138 -0.929 -0.883 -0.146
H 1.791 -1.300 -1.922 0.100
H -1.266 2.269 -1.061 0.151
H 1.609 -1.238 1.562 0.114
H -0.797 -1.102 1.162 0.191
H 1.798 0.008 0.416 0.143
H 0.622 0.861 1.962 0.174
H 0.296 -2.183 -2.330 0.119
N 1.223 -0.397 1.186 0.079
N -0.155 1.556 1.473 0.221
H -2.590 1.765 -0.007 0.109
H 1.084 -2.577 -0.898 0.072
H -0.159 2.560 1.420 0.153
C 0.879 -1.730 -1.486 -0.066
H -1.791 0.649 -1.148 0.061
C -1.677 1.394 -0.436 0.034
C -0.081 -0.527 0.497 -0.290
C -0.647 0.920 0.492 -0.220
```

***

(2)
Density functional theory data (wB97M-V/def2-TZVPD) for a cluster of 2 separate species, C3H13N2 in total at a distorted geometry.

The calculation puts the HOMO energy at -14.46 eV. Its total charge is +1. For the LUMO energy, the calculation gives -2.981 eV. The energy above the lowest of the compared OMol25 structures with the same formula, charge and spin comes out at 116.88 kJ/mol.

Structure (XYZ):
```
18
Properties=species:S:1:pos:R:3:lowdin_charge:R:1
H 0.469 0.171 0.317 0.086
H -1.634 -0.641 1.004 0.102
N 0.620 1.681 -0.442 -0.066
H 1.268 1.252 -1.095 0.086
H -0.946 -2.043 1.698 0.100
C -0.685 1.883 -1.095 -0.144
H 1.050 2.590 -0.338 0.097
H 1.298 -1.758 -1.110 0.105
H -1.051 1.035 -1.674 0.073
H -0.553 -0.369 2.407 0.106
H 1.252 -1.065 1.164 0.167
H -1.406 2.291 -0.394 0.082
H -0.405 -1.487 -1.190 0.098
C -0.753 -0.987 1.544 0.010
C 0.379 -1.805 -0.518 -0.019
N 0.425 -0.858 0.615 -0.073
H -0.634 2.631 -1.900 0.084
H 0.402 -2.826 -0.153 0.107
```

***

(3)
Density functional theory data (wB97M-V/def2-TZVPD) for a structure of composition C3H4O2S at a distorted geometry.

The calculation puts the HOMO energy at -9.80 eV. For the LUMO energy, the calculation gives 0.549 eV. The energy above the lowest of the compared OMol25 structures with the same formula, charge and spin comes out at 164.42 kJ/mol.

Structure (XYZ):
```
10
Properties=species:S:1:pos:R:3:lowdin_charge:R:1
H 1.323 0.253 -1.176 0.109
H -1.800 -0.521 1.001 0.096
S -0.185 1.377 0.394 0.944
O 0.449 -2.126 0.525 0.115
C -1.101 -0.250 0.214 -0.200
C 0.206 -0.997 0.212 -0.530
H -1.601 -0.260 -0.751 0.109
C 1.135 0.142 -0.110 -0.200
O -0.499 2.222 -0.747 -0.537
H 2.073 0.159 0.438 0.096
```

***

(4)
Density functional theory data (wB97M-V/def2-TZVPD) for an isolated molecule of C3H7NS3 at a distorted geometry.

Its expectation value of S² is 2.022. The calculation puts the HOMO energy (spin up / spin down) at -5.33 / -8.79 eV. As for the multiplicity: 3. For the LUMO energy (spin up / spin down), the calculation gives 0.748 / -2.591 eV. The energy above the lowest of the compared OMol25 structures with the same formula, charge and spin comes out at 0.00 kJ/mol.

Structure (XYZ):
```
14
Properties=species:S:1:pos:R:3:mulliken_spin:R:1
H -1.470 -1.727 1.445 -0.007
H -0.137 -2.812 1.917 0.017
C 0.282 0.104 -2.337 0.008
S 0.472 -1.557 0.037 0.328
C -0.400 -1.807 1.603 0.004
H 0.363 -0.943 -2.604 -0.002
N 0.574 1.533 -0.231 -0.008
S -0.361 0.272 -0.644 0.209
S -0.973 1.592 1.906 1.050
H 1.245 0.595 -2.380 0.008
C 0.188 2.144 0.871 0.360
H -0.063 -1.081 2.336 -0.009
H -0.418 0.607 -2.997 -0.003
H 0.697 3.079 1.079 0.048
```

***

(5)
Density functional theory data (wB97M-V/def2-TZVPD) for a cluster of 11 separate species, C41H83N4O28P7 in total at a distorted geometry.

The calculation puts the HOMO energy at -9.08 eV. For the LUMO energy, the calculation gives 0.462 eV. The energy above the lowest of the compared OMol25 structures with the same formula, charge and spin comes out at 134.54 kJ/mol. Its SMILES is COP(=O)(OC)OC.COP(=O)(OC)OC.COP(=O)(OC)OC.COP(=O)(OC)OC.COP(=O)(OC)OC.COP(=O)(OC)OC.COP(=O)(OC)OC.c1ccncc1.c1ccncc1.c1ccncc1.c1ccncc1.

Structure (XYZ):
```
163
Properties=species:S:1:pos:R:3:lowdin_charge:R:1
C -5.781 -27.130 -0.823 -0.096
O 2.445 -21.689 -4.568 -0.216
H -3.681 -26.139 -7.880 0.112
O -0.946 -25.653 1.357 -0.216
O 2.573 -22.989 -6.596 -0.194
H 2.340 -31.869 -4.768 0.102
C -2.384 -19.994 -3.948 -0.087
H -8.564 -24.304 -5.494 0.094
P 1.356 -29.212 -3.605 0.361
O -8.378 -30.672 -5.693 -0.221
P -4.989 -29.766 -9.385 0.334
O -0.779 -25.715 -1.175 -0.223
H -2.715 -25.571 2.366 0.058
H -0.738 -27.326 -6.910 0.083
C -4.519 -26.866 -6.017 -0.058
C 1.677 -31.183 -5.357 -0.033
H -9.758 -28.574 -8.705 0.065
H -6.569 -26.700 -9.568 0.076
H -6.397 -30.163 -5.667 0.073
H 3.455 -25.616 -9.636 0.077
H -7.179 -30.388 -4.092 0.077
H -2.456 -22.727 -1.266 0.060
H -6.718 -22.121 -5.188 0.065
O -10.233 -29.337 -6.712 -0.238
H -6.899 -19.983 -4.014 0.107
H -1.729 -28.187 -2.837 0.092
C 2.012 -23.464 -7.783 -0.072
H -4.077 -30.784 -6.016 0.099
H -5.248 -27.297 -4.092 0.089
H -5.419 -25.014 -0.903 0.093
O -7.708 -22.542 -7.115 -0.220
O -8.118 -24.984 -7.443 -0.203
H -3.605 -25.612 -2.980 0.098
C -4.976 -21.773 -1.908 -0.191
H 3.402 -25.975 -3.755 0.069
C 2.186 -21.491 -3.170 -0.115
O -3.972 -30.157 -10.349 -0.212
H -1.498 -26.726 -10.912 0.069
P -8.910 -29.204 -5.828 0.364
H -8.816 -25.171 -10.184 0.073
O 2.067 -27.130 -10.042 -0.221
H 0.814 -28.112 -6.215 0.056
H -6.794 -31.886 -11.035 0.083
H 2.028 -25.930 -4.938 0.073
O -3.073 -25.108 -0.032 -0.209
O -6.339 -30.551 -9.508 -0.220
H -6.865 -31.862 -5.113 0.103
O 1.988 -27.899 -3.353 -0.235
H -1.839 -28.428 -4.676 0.094
O -0.255 -27.908 -9.832 -0.183
C -3.613 -25.849 -4.049 -0.061
H -1.261 -21.597 -0.481 0.092
H -7.457 -25.715 -5.668 0.071
H -1.394 -24.564 2.996 0.097
H 3.862 -27.278 -9.056 0.077
H -7.719 -23.886 -10.858 0.085
C -6.504 -28.178 -1.275 -0.136
C -7.302 -25.573 -1.874 -0.026
H -0.719 -27.321 -3.861 0.064
H -1.423 -26.362 3.166 0.093
C -6.776 -30.833 -10.866 -0.069
H 1.855 -31.214 -6.418 0.082
C -6.313 -20.762 -3.572 -0.069
C -8.697 -24.118 -10.419 -0.123
H -7.408 -28.264 -9.675 0.084
H 1.239 -22.018 -2.868 0.083
C -2.771 -25.167 -4.918 -0.162
H -6.269 -30.268 -11.584 0.066
N -2.461 -21.001 -6.576 0.067
O -8.770 -23.373 -9.222 -0.207
H 0.883 -24.436 -0.930 0.112
H 2.586 -23.003 -8.621 0.113
H -6.801 -27.619 -8.089 0.032
C 0.631 -25.536 -1.163 -0.100
C -1.871 -21.666 -5.594 -0.126
H -5.156 -27.529 -6.495 0.059
C -1.846 -21.222 -4.242 -0.062
C 3.060 -25.536 -4.676 -0.069
H 2.042 -24.540 -7.748 0.065
C -5.700 -20.686 -2.364 -0.085
O 1.129 -26.884 -7.911 -0.235
H 0.551 -26.375 -6.100 0.074
H -5.270 -22.255 -8.023 0.091
C -1.688 -25.512 2.549 -0.100
C -6.653 -27.675 -9.131 -0.018
H 1.075 -26.215 -0.421 0.092
O -6.341 -23.868 -8.828 -0.219
H -2.679 -22.285 0.435 0.095
O -4.802 -29.972 -7.768 -0.256
C -5.087 -23.319 -8.241 -0.023
C -1.183 -28.295 -3.784 -0.081
H 1.002 -23.132 -7.767 0.082
C -3.694 -26.048 -6.781 -0.177
C -10.059 -29.597 -3.464 -0.071
N -4.788 -22.910 -2.519 0.081
H 1.053 -25.835 -2.122 0.064
O 1.578 -29.281 -8.769 -0.223
H -1.924 -24.601 -4.527 0.097
H -1.472 -22.634 -5.737 0.054
H -9.155 -25.994 -5.943 0.076
P -1.630 -25.041 0.030 0.430
C -4.538 -26.753 -4.655 -0.045
O -9.425 -28.724 -4.411 -0.236
H -3.619 -18.452 -4.755 0.102
H -11.053 -29.193 -3.434 0.085
C -6.202 -21.985 -4.252 -0.039
H -8.874 -26.703 -2.817 0.075
H -5.254 -23.977 -4.272 0.105
O 1.970 -29.831 -4.886 -0.221
C 0.343 -27.286 -6.712 -0.044
C -4.066 -30.967 -7.148 -0.145
H 3.312 -29.301 -1.884 0.071
P 1.121 -27.936 -9.108 0.291
O -0.246 -29.388 -3.628 -0.209
H 2.090 -20.382 -3.015 0.100
C 3.432 -26.690 -9.830 -0.049
O 0.637 -23.562 -5.024 -0.219
C -1.898 -22.480 -0.344 -0.115
H -2.928 -30.906 -7.383 0.120
H -2.398 -19.608 -2.894 0.119
H -9.665 -30.397 -8.572 0.102
H -4.314 -23.590 -8.906 0.073
H -4.543 -31.904 -7.390 0.081
P 2.024 -23.160 -5.159 0.346
P -7.669 -23.633 -8.060 0.303
H -4.871 -27.297 -0.258 0.099
H -3.435 -19.355 -7.090 0.094
H -9.489 -23.847 -11.156 0.099
N -2.776 -25.312 -6.234 0.073
C -6.141 -25.836 -1.154 -0.083
H 2.665 -30.406 -0.732 0.085
H -2.218 -27.688 -9.657 0.110
H -4.824 -23.779 -7.259 0.075
C -3.037 -19.889 -6.263 -0.191
H 3.549 -31.096 -2.164 0.097
C -5.407 -23.002 -3.714 -0.126
H -6.157 -29.205 -1.285 0.102
H -4.538 -21.657 -0.928 0.091
O -1.058 -23.528 0.135 -0.241
H -9.975 -30.669 -3.833 0.115
H -9.598 -29.407 -2.539 0.045
C -3.017 -19.327 -5.000 -0.077
H -7.616 -24.622 -2.224 0.087
O 2.923 -24.145 -4.329 -0.227
C -7.993 -26.745 -2.275 -0.160
C 2.887 -30.293 -1.789 -0.078
H 3.939 -26.895 -10.796 0.099
H -5.870 -19.775 -1.791 0.110
N -7.631 -27.976 -2.028 0.055
O 1.600 -30.274 -2.443 -0.224
O -7.955 -28.150 -6.298 -0.252
C -7.090 -30.794 -5.084 -0.066
C -10.207 -29.450 -8.240 -0.014
H -7.844 -30.503 -10.960 0.096
C -8.371 -25.246 -6.054 -0.074
H 3.836 -25.623 -5.450 0.100
H -1.221 -26.183 -9.239 0.092
H 3.016 -21.795 -2.545 0.076
O -5.336 -28.250 -9.477 -0.214
C -1.320 -27.028 -9.929 -0.090
H 0.655 -31.410 -5.104 0.078
H -11.322 -29.511 -8.390 0.100
H -1.332 -21.884 -3.591 0.074
```

***

(6)
Density functional theory data (wB97M-V/def2-TZVPD) for an isolated molecule of C4H7NO2 at a distorted geometry.

The calculation puts the HOMO energy at -9.58 eV. For the LUMO energy, the calculation gives 0.934 eV. The energy above the lowest of the compared OMol25 structures with the same formula, charge and spin comes out at 520.71 kJ/mol. Its SMILES is C/C(=N\O)[C@H]1CO1.

Structure (XYZ):
```
14
Properties=species:S:1:pos:R:3:lowdin_charge:R:1
C 0.704 0.575 -0.775 -0.262
O -2.015 1.496 1.454 -0.061
C 1.881 -0.140 -0.282 -0.106
H -1.755 -1.367 -0.481 0.059
H -0.782 -1.713 1.015 0.054
H 1.804 -0.561 0.729 0.125
N -0.927 1.495 0.590 0.010
C -0.493 0.377 0.096 -0.177
H 0.764 1.387 -1.495 0.149
H -0.182 -2.051 -0.571 0.094
H 2.878 0.049 -0.646 0.111
H -2.165 2.438 1.663 0.098
C -0.794 -1.305 0.013 0.019
O 1.080 -0.680 -1.310 -0.114
```

***

Which value of energy above the lowest of the compared OMol25 structures with the same formula, charge and spin does entry 1 give? 272.32 kJ/mol

***

Please write out number 3 again, unchanged.
Density functional theory data (wB97M-V/def2-TZVPD) for a structure of composition C3H4O2S at a distorted geometry.

The calculation puts the HOMO energy at -9.80 eV. For the LUMO energy, the calculation gives 0.549 eV. The energy above the lowest of the compared OMol25 structures with the same formula, charge and spin comes out at 164.42 kJ/mol.

Structure (XYZ):
```
10
Properties=species:S:1:pos:R:3:lowdin_charge:R:1
H 1.323 0.253 -1.176 0.109
H -1.800 -0.521 1.001 0.096
S -0.185 1.377 0.394 0.944
O 0.449 -2.126 0.525 0.115
C -1.101 -0.250 0.214 -0.200
C 0.206 -0.997 0.212 -0.530
H -1.601 -0.260 -0.751 0.109
C 1.135 0.142 -0.110 -0.200
O -0.499 2.222 -0.747 -0.537
H 2.073 0.159 0.438 0.096
```